{
  "formula": "C32H32N3O7SSbY",
  "method": "ωB97M-V/def2-TZVPD",
  "symbols": ["Y", "O", "C", "C", "O", "C", "C", "O", "C", "O", "O", "C", "C", "C", "C", "C", "C", "Sb", "C", "C", "C", "C", "C", "C", "C", "C", "C", "C", "C", "C", "H", "H", "H", "H", "H", "H", "H", "H", "H", "H", "H", "H", "H", "H", "H", "O", "C", "O", "C", "N", "C", "C", "C", "H", "H", "H", "H", "H", "H", "H", "H", "H", "S", "C", "N", "C", "C", "C", "N", "H", "H", "H", "H", "H", "H", "H", "H"],
  "coordinates": [[1.460, 0.679, -0.228], [-0.075, 6.777, 0.218], [0.173, 5.612, 0.137], [0.548, 4.674, 1.299], [0.717, 4.993, 2.451], [0.768, 3.371, 0.670], [0.605, 3.425, -0.702], [0.842, 2.363, -1.434], [0.217, 4.771, -1.152], [0.055, 5.173, -2.275], [1.167, 2.254, 1.244], [-5.153, 1.898, 2.401], [-4.008, 2.592, 2.041], [-3.010, 1.953, 1.316], [-3.164, 0.619, 0.952], [-4.314, -0.079, 1.317], [-5.307, 0.565, 2.040], [-1.613, -0.314, -0.136], [-1.790, -2.245, 0.799], [-2.071, -3.393, 0.063], [-2.212, -4.626, 0.703], [-2.077, -4.712, 2.085], [-1.791, -3.568, 2.825], [-1.648, -2.345, 2.185], [-2.508, -0.838, -1.978], [-3.881, -0.747, -2.183], [-4.423, -1.137, -3.401], [-3.598, -1.614, -4.410], [-2.227, -1.697, -4.210], [-1.679, -1.305, -2.996], [-5.929, 2.396, 2.966], [-3.886, 3.628, 2.327], [-2.114, 2.500, 1.044], [-4.437, -1.120, 1.043], [-6.203, 0.027, 2.322], [-2.209, -3.329, -1.011], [-2.453, -5.509, 0.125], [-2.209, -5.663, 2.584], [-1.691, -3.630, 3.901], [-1.437, -1.461, 2.778], [-4.530, -0.365, -1.404], [-5.490, -1.062, -3.562], [-4.024, -1.912, -5.359], [-1.582, -2.053, -5.003], [-0.604, -1.357, -2.855], [1.583, -1.495, 0.892], [1.549, -2.072, -0.231], [1.597, -1.458, -1.320], [1.423, -3.587, -0.253], [1.036, -4.015, 1.140], [2.073, -4.979, 1.644], [3.315, -4.580, 0.864], [2.759, -4.291, -0.531], [0.633, -3.859, -0.948], [0.082, -4.392, 1.177], [1.042, -3.147, 1.697], [1.741, -5.984, 1.388], [2.156, -4.889, 2.723], [4.066, -5.366, 0.868], [3.760, -3.683, 1.300], [2.580, -5.220, -1.071], [3.410, -3.668, -1.141], [4.169, 0.906, -0.341], [4.266, 2.646, -0.384], [4.788, 3.226, -1.457], [4.905, 4.676, -1.637], [3.873, 5.374, -0.770], [3.976, 4.853, 0.653], [3.883, 3.390, 0.639], [5.049, 2.610, -2.209], [4.745, 4.895, -2.691], [5.916, 4.993, -1.372], [2.875, 5.179, -1.168], [4.035, 6.450, -0.788], [3.176, 5.233, 1.285], [4.926, 5.146, 1.104], [3.412, 2.918, 1.396]],
  "forces_ev_per_angstrom": [[0.36, 0.14, -0.03], [0.05, 0.02, 0.00], [-0.23, -0.05, 0.02], [0.18, 0.02, -0.07], [-0.04, -0.01, 0.03], [-0.07, 0.01, -0.07], [-0.05, -0.06, 0.07], [-0.04, -0.03, -0.03], [0.19, 0.04, 0.00], [-0.06, -0.01, 0.00], [-0.06, -0.10, 0.08], [-0.02, 0.00, 0.01], [0.03, 0.01, -0.01], [-0.03, 0.00, 0.02], [0.10, -0.01, -0.11], [0.01, 0.06, 0.02], [0.00, -0.02, -0.01], [-0.21, -0.16, 0.12], [0.02, 0.09, -0.05], [0.00, -0.04, 0.04], [0.00, 0.03, -0.01], [0.03, -0.02, -0.01], [0.01, 0.01, -0.01], [0.04, -0.03, -0.02], [0.02, 0.08, 0.05], [0.00, -0.02, -0.02], [-0.01, 0.01, 0.02], [0.00, -0.01, -0.01], [0.02, 0.01, 0.01], [-0.05, -0.01, -0.03], [0.00, 0.00, 0.00], [0.00, 0.00, 0.00], [0.00, 0.00, 0.01], [0.00, -0.01, 0.02], [0.00, 0.00, 0.00], [-0.01, -0.01, 0.00], [-0.01, 0.00, 0.00], [-0.01, -0.01, 0.00], [-0.03, 0.00, 0.02], [-0.02, 0.01, -0.01], [0.00, 0.00, -0.02], [0.00, 0.00, -0.01], [0.00, 0.00, 0.00], [-0.01, 0.00, 0.00], [0.00, -0.01, 0.00], [-0.06, 0.07, 0.14], [-0.01, 0.05, -0.10], [-0.07, -0.08, -0.06], [-0.05, -0.02, 0.07], [0.00, -0.06, -0.03], [0.03, -0.01, 0.01], [-0.01, 0.01, 0.00], [0.02, -0.02, -0.02], [0.01, -0.01, -0.01], [0.01, 0.02, 0.01], [0.02, 0.02, -0.01], [0.00, 0.00, 0.00], [-0.02, 0.00, 0.00], [0.00, 0.00, -0.01], [0.00, 0.00, 0.00], [0.00, 0.00, -0.01], [0.00, 0.00, 0.00], [-0.06, 0.13, 0.02], [0.07, -0.04, -0.04], [-0.01, 0.00, -0.03], [0.02, 0.01, 0.02], [-0.01, -0.02, 0.00], [0.02, 0.01, -0.01], [0.00, 0.02, -0.02], [0.01, -0.01, 0.02], [0.00, 0.00, 0.00], [0.00, 0.00, 0.00], [0.00, 0.01, 0.00], [0.01, 0.00, 0.00], [-0.01, -0.01, 0.00], [0.00, 0.00, 0.00], [-0.03, -0.02, 0.05]],
  "e_homo_ev": -10.270,
  "e_tot_ev": -70921.27818,
  "total_charge": 1,
  "relative_energy_ev": 0.1267
}

---

{
  "formula": "C32H32N9NaO4S",
  "method": "ωB97M-V/def2-TZVPD",
  "symbols": ["Na", "C", "C", "N", "N", "C", "O", "C", "C", "C", "C", "C", "C", "C", "C", "C", "C", "C", "N", "H", "H", "H", "H", "H", "H", "H", "H", "H", "H", "H", "H", "N", "C", "C", "N", "H", "H", "H", "H", "H", "H", "H", "H", "C", "O", "C", "C", "C", "C", "C", "C", "N", "N", "C", "C", "C", "C", "O", "C", "N", "C", "C", "C", "C", "H", "H", "H", "H", "H", "H", "H", "H", "H", "H", "H", "H", "O", "S", "N"],
  "coordinates": [[-0.856, -1.635, 0.305], [-3.047, -0.372, 4.667], [-2.471, -1.193, 3.530], [-1.973, -0.659, 2.465], [-1.878, 0.663, 2.355], [-1.549, 1.098, 1.133], [-1.639, 0.482, 0.064], [-1.103, 2.526, 1.154], [-1.709, 3.462, 1.985], [-1.256, 4.768, 2.016], [-0.171, 5.148, 1.243], [0.441, 4.218, 0.416], [-0.035, 2.921, 0.357], [-2.431, -2.637, 3.616], [-2.820, -3.337, 4.774], [-2.758, -4.715, 4.786], [-2.318, -5.385, 3.653], [-1.940, -4.612, 2.560], [-2.003, -3.303, 2.537], [-2.982, 0.673, 4.371], [-2.466, -0.514, 5.579], [-4.089, -0.628, 4.868], [-2.534, 3.152, 2.609], [-1.744, 5.494, 2.656], [0.202, 6.165, 1.290], [1.297, 4.511, -0.177], [0.430, 2.185, -0.280], [-3.156, -2.806, 5.651], [-3.042, -5.269, 5.675], [-2.260, -6.465, 3.626], [-1.573, -5.064, 1.647], [1.226, -3.154, 3.325], [2.499, -3.655, 2.832], [2.283, -4.472, 1.552], [2.056, -3.569, 0.443], [0.661, -2.896, 2.515], [1.373, -2.290, 3.839], [2.946, -4.287, 3.617], [3.212, -2.854, 2.588], [1.437, -5.151, 1.729], [3.178, -5.085, 1.376], [1.075, -3.571, 0.134], [2.628, -3.797, -0.359], [-3.021, 3.842, -4.052], [-2.091, 3.751, -5.097], [-0.770, 3.513, -4.750], [-0.280, 3.495, -3.450], [1.053, 3.233, -3.223], [1.949, 2.984, -4.272], [1.441, 3.049, -5.580], [0.107, 3.297, -5.811], [3.306, 2.909, -4.078], [3.889, 2.419, -3.062], [3.383, 1.546, -2.173], [4.026, 1.541, -0.912], [3.506, 0.904, 0.172], [2.266, 0.172, 0.129], [1.698, -0.237, 1.145], [1.743, -0.056, -1.230], [0.766, -0.952, -1.344], [0.285, -1.237, -2.529], [0.808, -0.703, -3.705], [1.835, 0.206, -3.612], [2.298, 0.611, -2.351], [-3.998, 3.941, -4.528], [-2.841, 4.719, -3.418], [-3.006, 2.947, -3.423], [-0.920, 3.673, -2.599], [1.433, 3.235, -2.212], [2.115, 2.883, -6.410], [-0.292, 3.324, -6.817], [4.913, 2.158, -0.819], [3.990, 0.971, 1.138], [-0.513, -1.964, -2.554], [0.427, -1.011, -4.669], [2.301, 0.585, -4.511], [-1.774, -5.252, -2.189], [-0.547, -4.876, -1.408], [-0.626, -3.710, -0.516]],
  "forces_ev_per_angstrom": [[-0.02, 0.21, 0.56], [0.27, -0.06, -0.41], [-0.13, 1.30, 0.10], [0.09, -0.53, -0.52], [-0.04, 0.52, 0.98], [-0.57, -0.24, 0.23], [0.31, 0.03, -0.47], [0.08, 0.19, -0.05], [-0.07, -0.09, 0.00], [-0.04, 0.20, 0.08], [0.08, 0.16, -0.01], [0.10, 0.18, -0.06], [-0.12, -0.15, 0.03], [-0.08, -0.94, 0.18], [0.03, 0.36, -0.16], [0.07, -0.29, -0.18], [-0.03, 0.05, 0.19], [-0.07, -0.45, 0.06], [0.13, 0.39, -0.19], [-0.03, -0.01, 0.07], [-0.02, -0.01, 0.15], [-0.04, -0.07, 0.05], [-0.03, -0.07, 0.04], [0.00, 0.00, 0.02], [-0.01, -0.01, -0.03], [0.04, -0.02, -0.05], [0.05, -0.09, -0.12], [-0.02, 0.10, 0.04], [-0.02, 0.04, -0.02], [0.04, 0.00, -0.05], [0.03, -0.14, -0.09], [-0.20, 0.18, -0.07], [0.34, -0.41, 0.10], [0.37, 0.26, 0.41], [0.01, -0.08, -0.25], [0.01, 0.13, 0.22], [-0.13, -0.06, -0.13], [0.00, 0.03, -0.11], [-0.05, -0.07, -0.01], [0.02, -0.05, -0.07], [-0.12, 0.02, 0.02], [0.44, -0.01, 0.01], [-0.07, 0.02, 0.05], [-0.12, 0.03, 0.20], [0.51, -0.06, -0.16], [-0.13, 0.05, -0.19], [-0.44, 0.10, -0.09], [0.42, -0.07, -0.24], [-1.26, 0.25, 0.20], [0.21, -0.16, 0.34], [-0.40, 0.01, 0.07], [1.27, 0.22, -0.58], [0.53, 0.30, -0.19], [-0.35, -0.40, 0.45], [-0.25, 0.00, -0.09], [0.28, 0.04, 0.30], [0.18, 0.15, 0.60], [-0.18, -0.07, -0.22], [0.22, 0.27, -0.54], [-0.35, -0.11, 0.19], [-0.04, -0.19, -0.30], [0.22, 0.15, -0.05], [-0.19, -0.16, -0.11], [0.05, -0.17, 0.15], [0.05, -0.02, 0.10], [0.00, -0.05, -0.02], [-0.04, 0.01, 0.02], [-0.10, 0.00, 0.06], [-0.05, -0.05, 0.08], [0.11, 0.03, -0.05], [0.01, 0.00, -0.04], [0.05, -0.02, -0.03], [-0.02, 0.02, 0.04], [-0.18, -0.11, -0.06], [-0.03, -0.05, -0.01], [-0.03, 0.07, 0.03], [1.09, -0.10, 0.28], [-1.67, 0.25, -0.27], [0.01, -0.69, -0.38]],
  "e_homo_ev": -1.596,
  "e_tot_ev": -70556.43098,
  "total_charge": -2,
  "relative_energy_ev": 0.7143
}

---

{
  "formula": "C32H32O13S",
  "method": "ωB97M-V/def2-TZVPD",
  "symbols": ["C", "H", "O", "C", "C", "C", "C", "C", "C", "O", "H", "O", "C", "H", "H", "H", "H", "C", "C", "C", "C", "C", "C", "C", "H", "O", "C", "O", "H", "H", "H", "C", "C", "C", "C", "O", "O", "C", "H", "H", "H", "H", "H", "O", "C", "O", "C", "C", "H", "O", "C", "C", "C", "C", "C", "S", "H", "H", "H", "O", "C", "C", "O", "H", "C", "O", "H", "H", "H", "H", "H", "H", "H", "H", "H", "H", "H", "H"],
  "coordinates": [[-1.582, -0.454, -3.974], [-2.277, -0.231, -3.158], [-0.301, 0.070, -3.727], [0.426, -0.440, -2.676], [-0.051, -1.339, -1.742], [0.781, -1.794, -0.719], [2.086, -1.358, -0.685], [2.582, -0.431, -1.606], [1.742, 0.053, -2.607], [2.141, 0.985, -3.523], [1.374, 1.192, -4.075], [3.880, -0.073, -1.379], [4.587, 0.690, -2.336], [4.174, 1.695, -2.440], [4.588, 0.201, -3.312], [5.605, 0.751, -1.953], [2.777, -1.695, 0.066], [0.200, -2.758, 0.292], [-0.879, -2.114, 1.131], [-0.530, -1.444, 2.299], [-1.502, -0.905, 3.147], [-2.814, -1.040, 2.770], [-3.168, -1.697, 1.590], [-2.221, -2.251, 0.765], [-2.510, -2.793, -0.119], [-4.528, -1.680, 1.451], [-5.025, -1.005, 2.587], [-3.945, -0.602, 3.403], [-5.596, -0.118, 2.268], [-5.686, -1.678, 3.156], [-1.231, -0.384, 4.049], [0.927, -1.276, 2.646], [1.733, -2.567, 2.404], [1.214, -3.413, 1.236], [0.505, -4.584, 1.922], [-0.194, -5.395, 1.390], [0.760, -4.586, 3.232], [1.639, -3.539, 3.598], [2.614, -3.981, 3.831], [1.240, -3.072, 4.501], [2.037, -3.827, 0.646], [2.771, -2.261, 2.257], [1.013, -1.000, 3.707], [1.532, -0.230, 1.883], [1.528, 1.040, 2.479], [0.250, 1.609, 2.573], [-0.229, 2.276, 1.416], [-1.706, 1.948, 1.167], [-2.344, 2.361, 1.947], [-2.126, 2.525, -0.053], [-1.345, 2.072, -1.122], [-1.845, 2.644, -2.404], [-3.121, 2.706, -2.869], [-3.198, 3.287, -4.155], [-1.980, 3.644, -4.635], [-0.712, 3.289, -3.528], [-1.745, 4.101, -5.576], [-4.120, 3.426, -4.690], [-3.968, 2.359, -2.307], [0.001, 2.440, -0.984], [0.567, 1.864, 0.177], [2.000, 2.373, 0.341], [2.029, 3.776, 0.295], [1.536, 4.050, -0.489], [2.551, 1.914, 1.709], [3.774, 1.252, 1.611], [3.685, 0.519, 0.986], [2.737, 2.817, 2.302], [2.628, 1.961, -0.459], [0.557, 0.770, 0.083], [-1.400, 0.956, -1.138], [-1.826, 0.856, 1.128], [-0.120, 3.363, 1.554], [1.858, 0.946, 3.527], [-0.265, -3.579, -0.270], [-1.067, -1.694, -1.794], [-1.543, -1.534, -4.139], [-1.930, 0.042, -4.879]],
  "forces_ev_per_angstrom": [[-0.33, -0.10, -0.12], [0.05, 0.00, 0.00], [0.73, -0.06, 0.45], [-0.05, -0.03, -0.09], [-0.04, 0.14, -0.19], [0.27, -0.04, -0.14], [-0.13, 0.00, -0.27], [-0.16, -0.11, -0.10], [-0.09, 0.00, -0.03], [0.05, -0.01, 0.04], [-0.05, -0.01, 0.03], [-0.33, -0.10, 0.21], [0.37, 0.26, -0.23], [0.05, -0.07, 0.01], [-0.01, 0.02, 0.05], [-0.05, 0.01, -0.06], [0.12, -0.06, 0.15], [0.04, -0.07, -0.02], [0.00, 0.00, 0.16], [0.05, -0.03, 0.01], [-0.45, -0.07, -0.03], [0.09, -0.35, -0.44], [0.29, 0.29, 0.43], [-0.33, 0.13, 0.10], [-0.03, -0.12, -0.15], [0.37, -0.22, -0.30], [-1.23, 0.23, 0.27], [0.42, 0.09, 0.15], [0.21, -0.18, 0.04], [0.22, 0.10, -0.12], [0.06, 0.11, 0.14], [0.09, -0.05, 0.12], [-0.02, 0.29, 0.11], [-0.10, -0.08, -0.08], [0.04, 0.08, -0.62], [-0.04, -0.08, 0.08], [-0.27, -0.41, 0.29], [0.45, 0.32, 0.13], [-0.13, 0.09, 0.00], [0.04, -0.01, -0.08], [-0.02, -0.03, 0.08], [-0.06, -0.04, 0.03], [0.00, -0.07, -0.09], [0.01, -0.02, 0.01], [0.52, 0.14, 0.51], [-0.12, 0.00, 0.00], [-0.33, 0.30, -0.55], [0.32, -0.29, 0.39], [0.00, -0.09, 0.02], [-0.04, 0.32, -0.28], [-0.21, -0.54, 0.01], [0.27, 0.10, -0.02], [0.24, -0.08, 0.26], [0.00, 0.03, -0.19], [0.36, -0.04, 0.12], [-0.58, 0.11, -0.11], [0.00, 0.11, -0.22], [-0.14, 0.06, -0.13], [-0.17, -0.06, 0.15], [0.08, 0.23, 0.01], [0.31, -0.10, 0.37], [-0.27, -0.56, -0.19], [0.00, 0.47, -0.04], [0.03, 0.01, 0.04], [-0.59, 0.03, -0.05], [0.46, -0.24, -0.03], [0.00, 0.09, 0.04], [-0.15, -0.12, -0.07], [-0.02, -0.04, 0.13], [0.03, 0.16, -0.03], [0.07, 0.36, 0.05], [0.00, 0.08, 0.03], [-0.04, -0.21, -0.05], [-0.03, -0.03, -0.24], [0.07, 0.10, 0.12], [-0.16, -0.03, -0.06], [0.01, 0.03, 0.02], [-0.04, -0.04, 0.08]],
  "e_homo_ev": -8.187,
  "e_tot_ev": -71154.85022,
  "smiles": "COc1cc([C@@H]2c3cc4c(cc3[C@H](O[C@@H]3O[C@@H]5CO[C@@H](c6cccs6)O[C@H]5[C@@H](O)[C@@H]3O)[C@H]3COC(=O)[C@@H]23)OCO4)cc(OC)c1O"
}